No. 1
Formula: C45H63MoN5OSSe
Source: OMol25
Level of theory: ωB97M-V with the def2-TZVPD basis set

Atoms and positions in Å:
Mo -0.49 -0.37 1.24
Se 1.22 -2.38 1.41
S 1.85 -2.66 -2.21
O -4.23 -5.73 -0.14
N -1.25 0.60 -0.31
N 2.19 0.92 -0.65
N -1.39 -1.99 -0.07
N -0.28 -4.75 2.41
N -2.87 -5.59 1.68
C -4.69 1.21 -2.80
C 0.76 2.71 2.67
C 3.23 3.78 -1.72
C 3.89 2.81 -0.74
C -1.73 0.05 3.44
C -4.83 0.70 -1.53
C -4.24 0.01 0.70
C 5.29 -1.55 -0.68
C 2.37 -2.38 -3.92
C 1.99 0.08 3.64
C 1.59 -4.44 -2.27
C 6.01 2.54 0.41
C -2.46 -4.06 -1.60
C 2.49 3.12 -2.86
C 1.23 1.67 -0.25
C 3.51 1.48 -0.43
C -3.28 -5.22 0.44
C -0.01 1.43 2.78
C 4.81 -1.31 1.75
C -3.76 0.51 -0.66
C 0.56 0.23 3.23
C -2.52 -4.11 -0.21
C -0.35 -1.87 4.45
C -5.08 -1.27 0.56
C -0.51 -0.66 3.58
C -2.31 1.38 -2.39
C -1.00 1.79 -3.00
C -3.03 -0.45 3.97
C -1.85 -2.98 -2.20
C -0.24 1.49 0.04
C 2.38 4.87 -1.04
C -1.99 -3.05 0.50
C 5.10 3.31 -0.27
C -3.42 1.56 -3.21
C -5.14 1.06 1.37
C 0.29 -3.82 2.03
C -0.73 1.09 -4.33
C 4.39 -0.84 0.34
C -0.99 3.32 -3.16
C -1.31 -1.99 -1.40
C -2.37 2.45 2.63
C -2.44 0.84 -1.08
C 5.72 1.20 0.56
C -1.44 1.32 2.90
C 4.51 0.66 0.16
H 2.49 3.77 -3.74
H -1.77 -2.90 -3.27
H 6.95 2.95 0.76
H 2.11 0.43 4.67
H -3.82 0.28 3.86
H -5.11 -1.83 1.50
H -4.70 -1.93 -0.22
H 6.46 0.54 1.01
H -3.35 -1.38 3.49
H -4.62 1.99 1.57
H 4.48 -0.62 2.52
H 5.10 -1.18 -1.69
H 2.96 5.40 -0.29
H 1.50 4.45 -0.55
H 1.75 2.54 2.25
H 2.31 -0.96 3.60
H 1.51 2.66 0.13
H 5.10 -2.62 -0.67
H 0.59 -2.39 4.26
H -0.35 -1.56 5.50
H 2.50 -4.95 -2.58
H -0.79 -1.15 -1.85
H 2.65 0.66 3.00
H -1.40 1.45 -5.12
H -0.17 3.66 -3.78
H -6.11 -1.02 0.31
H -1.15 -2.59 4.31
H -2.92 -0.67 5.04
H 1.46 2.93 -2.59
H 3.29 -2.93 -4.12
H 3.36 -1.13 0.15
H 0.77 -4.70 -2.95
H -3.26 2.39 3.26
H -3.34 -6.37 2.10
H -1.88 3.40 2.85
H -5.55 0.67 2.30
H -2.08 -3.02 1.58
H -0.91 3.81 -2.18
H 2.04 5.59 -1.78
H 4.07 4.30 -2.17
H -3.38 -0.18 1.34
H -1.96 -5.32 2.04
H -0.88 0.01 -4.25
H -5.98 1.30 0.71
H 2.56 -1.32 -4.02
H 0.90 3.13 3.68
H 4.40 -2.29 1.96
H -3.27 1.97 -4.19
H -5.54 1.33 -3.46
H 2.95 2.17 -3.14
H 0.29 1.27 -4.66
H 1.32 -4.76 -1.26
H -1.92 3.66 -3.62
H -2.91 -4.87 -2.17
H 0.26 3.46 2.07
H -5.82 0.43 -1.20
H 5.90 -1.38 1.82
H 1.60 -2.68 -4.62
H -2.69 2.48 1.59
H -0.62 2.45 0.41
H -0.20 1.49 -2.33
H 6.34 -1.38 -0.44
H 5.35 4.34 -0.50

The strongest force on any atom is 0.0332 hartree/bohr. As for the HOMO-LUMO gap (alpha / beta): 7.11 / 7.23 eV. As for the charge: 0. The calculation puts the LUMO energy (alpha / beta) at -0.372 / -0.194 eV.

Mulliken population analysis, charges in e, atoms 1 to 5: -1.250, -0.192, 0.483, -0.666, 2.202

No. 2
Formula: C45H64B2Br3ClF8N5O9PS
Source: OMol25
Level of theory: ωB97M-V with the def2-TZVPD basis set

Atoms and positions in Å:
Br 3.77 -0.27 -3.10
Br -1.20 -1.87 0.44
Br 0.23 0.14 -3.06
Cl 6.52 -1.14 3.93
S 5.04 2.34 4.32
P 0.10 3.88 5.84
F -2.89 0.57 4.98
F 1.07 -0.91 -0.66
F -1.00 0.64 6.03
F -1.98 -0.34 -1.70
F -1.57 2.49 3.05
F 7.83 2.98 5.29
F -1.42 0.34 3.12
F -1.11 1.61 -1.21
O 9.23 2.03 3.81
O -0.49 3.08 7.17
O 2.69 5.22 3.89
O 2.92 3.75 5.75
O -2.22 -0.82 -7.58
O 7.79 -0.21 -1.44
O 3.76 5.96 5.95
O 2.96 1.35 -1.03
O -3.55 -4.64 1.21
N 3.68 0.30 2.55
N -2.55 0.26 -6.93
N 6.40 1.64 -2.47
N -1.29 4.47 4.96
N -4.78 -4.72 1.63
C -6.53 -6.43 2.04
C 0.27 0.62 0.92
C -5.48 -3.46 1.24
C -5.36 -6.01 1.14
C 5.21 0.63 0.69
C 6.71 2.50 2.11
C -0.84 0.32 -1.42
C -4.66 0.75 -8.20
C 0.46 1.67 3.89
C -4.79 -0.49 -6.02
C 2.77 1.10 3.29
C 4.75 -1.39 4.23
C 0.96 -0.13 2.11
C -1.78 1.34 5.17
C -3.24 2.63 -7.33
C -3.32 -0.16 -5.72
C 4.33 -0.73 5.57
C -2.44 1.31 -9.19
C -6.77 -3.27 2.07
C -5.81 -5.95 -0.33
C -5.48 0.51 -6.94
C -3.22 1.19 -7.88
C 3.28 2.07 4.15
C 4.43 -0.38 -0.16
C -4.37 -7.17 1.27
C -5.84 -3.44 -0.25
C 7.22 1.26 -3.67
C 1.39 0.92 3.13
C -6.59 -4.69 -0.69
C 6.65 3.09 -2.27
C 3.87 -1.09 3.00
C 8.29 2.75 4.04
C -1.04 1.46 3.79
C -2.70 -1.38 -5.03
C 6.34 1.21 0.12
C 7.52 3.50 2.94
C -0.11 -0.37 -0.18
C 5.59 1.90 2.66
C 2.38 2.82 4.88
C 4.81 0.96 2.00
C -3.23 0.95 -4.65
C 7.10 2.14 0.83
C 3.63 0.39 -1.24
C 1.01 2.65 4.75
C -4.64 -2.23 1.58
B 3.14 5.00 5.18
B 6.90 0.86 -1.35
H 6.26 3.47 -1.31
H 6.79 4.18 3.42
H -4.37 -2.22 2.64
H 4.26 -1.68 2.16
H -5.67 1.45 -6.41
H -6.42 -6.83 -0.56
H 7.74 3.29 -2.27
H 6.14 3.62 -3.07
H -5.35 -0.57 -5.08
H -2.80 -2.29 -5.62
H 1.07 1.26 0.49
H 1.77 -0.71 1.66
H 3.68 -0.93 0.43
H -6.84 -7.45 1.82
H 4.23 6.58 5.39
H -3.53 -7.08 0.58
H 5.09 -1.12 -0.63
H -4.94 -6.00 -0.98
H 5.10 -0.02 5.89
H 0.27 -0.85 2.57
H 3.32 -0.30 5.57
H -6.24 -6.40 3.09
H 4.33 -1.51 6.34
H -2.14 2.29 5.56
H -1.63 -1.22 -4.82
H -4.85 -1.48 -6.49
H -3.73 -2.18 0.99
H 8.20 4.07 2.29
H -6.47 0.12 -7.22
H -1.41 1.62 -9.00
H -3.62 0.59 -3.69
H -7.60 -3.89 1.74
H 7.07 2.00 -4.47
H 8.30 1.28 -3.44
H 8.00 2.56 0.38
H -4.00 2.80 -6.57
H -3.19 -1.57 -4.08
H -6.59 -3.46 3.13
H -2.90 2.06 -9.84
H -3.97 -7.25 2.28
H -0.56 1.26 1.25
H -0.89 5.10 4.26
H -6.74 -4.65 -1.77
H 8.71 0.07 -1.49
H 4.67 -2.47 4.39
H -3.81 1.84 -4.88
H -2.27 2.91 -6.93
H -3.48 3.34 -8.13
H -7.59 -4.72 -0.25
H -4.92 -3.34 -0.85
H 2.87 -1.51 3.22
H -5.20 -1.32 1.37
H -6.44 -2.55 -0.47
H -4.86 -8.12 1.04
H -7.13 -2.24 1.98
H 6.90 0.26 -3.97
H -0.31 3.61 7.96
H -1.80 5.08 5.60
H -2.20 1.25 -4.48
H -5.15 1.51 -8.81
H 2.54 6.16 3.75
H -2.41 0.38 -9.76
H -7.42 -5.82 1.92
H -4.65 -0.16 -8.80

The strongest force on any atom is 0.0565 hartree/bohr. As for the HOMO-LUMO gap: 8.02 eV. As for the charge: 0. The calculation puts the LUMO energy at -0.084 eV. The spin multiplicity is 3. The energy above the lowest of the compared OMol25 structures with the same formula, charge and spin comes out at 197.8 kJ/mol.

Mulliken population analysis, charges in e, atoms 1 to 5: -0.209, -0.088, -0.186, -0.187, -0.287